Computed, not measured: the ion C4H6NS with charge +1 in a non-equilibrium geometry, with the ωB97M-V functional and the def2-TZVPD basis.

The lowest unoccupied orbital energy is -4.33 eV. Its SMILES is C1CC1=[N+]1CS1. The energy relative to the best compared isomer or geometry (same formula, charge and spin) is 92.3 kcal/mol. Its charge is +1. As for the HOMO-LUMO gap: 10.09 eV.

Last column: Mulliken charge in e.
Cartesian coordinates (Å):
C  -0.87769  -1.60434  -0.18912  -0.4312
C  -0.02777  -0.91123  -1.36816  -0.6263
C  -0.22524  -0.31197  -0.09438  0.6711
N  -0.00544  0.52104  0.81152  -0.0246
C  0.76386  2.00588  1.00723  -0.4608
S  -0.27528  1.28046  2.23984  0.0942
H  -0.26611  -2.30973  0.37012  0.2827
H  -1.93883  -1.45445  -0.39069  0.2869
H  -0.18314  -0.52612  -2.41126  0.3050
H  0.99688  -1.43293  -1.49225  0.2391
H  1.74277  1.93368  0.93576  0.3472
H  0.29599  2.80971  0.58140  0.3167